<w>
This record from OMol25 describes a 3-piece molecular cluster, C4H7FN2O overall. The level of theory is ωB97M-V/def2-TZVPD.

Cartesian coordinates (Å):
F (1.74344, -0.96897, -0.95058)
O (0.48900, 1.42462, 0.86622)
N (-3.48033, 0.50052, 0.74084)
N (0.14749, -0.73261, 0.07944)
C (0.00692, 0.34170, 0.59748)
C (1.69705, 1.82145, 0.15878)
C (-2.69468, 0.61462, -0.07155)
C (-0.38971, -2.04232, -0.09189)
H (2.38204, 0.85554, -0.08142)
H (-1.93451, 0.71615, -0.81686)
H (-0.96644, -2.48898, 0.68885)
H (-1.17429, -2.07860, -0.91775)
H (2.30774, 2.45925, 0.81352)
H (1.48816, 2.45629, -0.78356)
H (0.37812, -2.87866, -0.23152)

## Properties
molar mass: 118.1 g mol⁻¹
HOMO-LUMO gap (alpha / beta): 9.11 / 9.11 eV


<x>
This record from OMol25 describes one molecule with the formula C4H7FN2O. The level of theory is ωB97M-V/def2-TZVPD.

Cartesian coordinates (Å):
F (1.96437, -1.64375, -0.87565)
O (-2.15520, -2.16756, 0.53703)
N (-1.51448, -1.22826, -0.32439)
N (0.05367, 1.15718, -0.15423)
C (0.88076, -0.98171, -0.64566)
C (0.50213, 2.43024, 0.56424)
C (-0.19323, -1.68887, -0.58961)
C (1.04248, 0.46390, -0.50268)
H (-1.41338, -0.39679, 0.29999)
H (0.01511, -2.78834, -0.65800)
H (0.25476, 3.45090, 0.07911)
H (-3.18063, -2.07893, 0.15895)
H (2.07882, 0.96500, -0.47937)
H (1.59643, 2.36227, 0.88911)
H (0.06838, 2.14474, 1.70117)

## Properties
molar mass: 118.1 g mol⁻¹
HOMO-LUMO gap: 9.20 eV


<y>
This record from OMol25 describes one molecule with the formula C4H7FN2O. The level of theory is ωB97M-V/def2-TZVPD.

Cartesian coordinates (Å):
F (-2.34152, 1.61128, 0.02807)
O (2.41350, 1.42058, -0.22115)
N (0.37122, -0.72356, -0.07272)
N (2.65288, 0.10917, 0.19255)
C (-2.58331, -0.75266, -0.03195)
C (1.62595, -0.82459, -0.01804)
C (-1.67627, 0.44220, -0.02639)
C (-0.33706, 0.47255, -0.03629)
H (-1.97009, -1.65206, -0.08675)
H (2.46693, 1.95386, 0.57851)
H (2.07474, -1.81421, -0.02780)
H (3.52019, -0.20692, -0.21941)
H (-3.17794, -0.76274, 0.86438)
H (-3.22051, -0.70395, -0.86301)
H (0.18130, 1.43107, -0.06001)

## Properties
molar mass: 118.1 g mol⁻¹
HOMO-LUMO gap: 8.91 eV


Decreasing stability: <y>, <x>, <w>


<w>
This record from OMol25 describes a 2-piece molecular cluster, C2H4NOP overall. The level of theory is ωB97M-V/def2-TZVPD.

Cartesian coordinates (Å):
P (-1.61366, -0.73748, -0.70189)
O (-1.77116, -1.47570, 0.74716)
N (-1.67581, 1.99656, 0.34229)
C (-1.54295, 0.93961, -0.04831)
C (2.14542, 0.46877, -0.25250)
H (1.91046, -0.21166, 0.44913)
H (1.50361, 1.36045, -0.16429)
H (-1.36904, -2.28766, 0.77003)
H (2.41313, -0.05289, -1.14163)

## Properties
molar mass: 89.0 g mol⁻¹
HOMO-LUMO gap (alpha / beta): 7.71 / 8.69 eV


<x>
This record from OMol25 describes one molecule with the formula C2H4NOP. The level of theory is ωB97M-V/def2-TZVPD.

Cartesian coordinates (Å):
P (0.99266, -0.29968, 1.30763)
O (1.63792, 0.74155, 0.11427)
N (0.85513, 1.03340, -1.03202)
C (-0.20600, 0.35661, -1.06181)
C (-0.56057, -0.64208, 0.08047)
H (-0.82878, 0.63848, -1.92926)
H (-0.42584, -1.58029, -0.33432)
H (0.08715, 0.52778, 2.18544)
H (-1.55167, -0.77577, 0.66959)

## Properties
molar mass: 89.0 g mol⁻¹
HOMO-LUMO gap: 10.23 eV


Decreasing stability: <x>, <w>


<w>
This record from OMol25 describes a 2-piece molecular cluster, C4H12N2 overall. The level of theory is ωB97M-V/def2-TZVPD.

Cartesian coordinates (Å):
N (-1.29200, -0.94173, 0.44190)
N (1.30205, 0.12575, -0.20341)
C (2.23384, 0.56634, 0.81584)
C (-3.35724, 0.15631, 0.38248)
C (1.94167, -0.10998, -1.48267)
C (-1.87271, 0.19211, 0.18193)
H (0.56995, 0.82692, -0.31668)
H (-0.28175, -1.00458, 0.33116)
H (-3.62536, 0.92417, 1.10744)
H (2.47936, 0.76665, -1.86966)
H (-1.78376, -1.79012, 0.75496)
H (-3.83918, 0.42507, -0.55737)
H (1.18548, -0.40279, -2.20748)
H (2.65742, -0.92547, -1.37358)
H (2.78392, 1.47573, 0.53900)
H (1.68632, 0.75728, 1.73606)
H (2.95943, -0.22620, 0.99725)
H (-3.74741, -0.81545, 0.72287)

## Properties
molar mass: 88.2 g mol⁻¹
HOMO-LUMO gap: 9.00 eV


<x>
This record from OMol25 describes one molecule with the formula C4H12N2. The level of theory is ωB97M-V/def2-TZVPD.

Cartesian coordinates (Å):
N (-2.35934, 0.02745, -0.86033)
N (0.59339, -0.01442, -0.35113)
C (1.81097, -0.82520, -0.37353)
C (-1.83879, 0.01179, 0.48268)
C (0.97964, 1.38694, 0.02398)
C (-0.38841, -0.53912, 0.64067)
H (1.54106, -1.85852, -0.76205)
H (1.45654, 1.46020, 1.01124)
H (-0.37626, -1.69752, 0.53800)
H (0.17037, 2.10917, -0.19263)
H (1.90445, 1.54305, -0.65432)
H (2.52466, -0.38357, -1.08099)
H (-1.72801, 0.67750, -1.47301)
H (-2.46579, -0.58881, 1.10629)
H (0.03868, -0.40730, 1.63500)
H (-2.24321, -0.93631, -1.23630)
H (2.32149, -1.02446, 0.65100)
H (-1.94142, 1.05912, 0.89544)

## Properties
molar mass: 88.2 g mol⁻¹
HOMO-LUMO gap: 9.99 eV


Decreasing stability: <x>, <w>


<w>
This record from OMol25 describes one molecule with the formula C4H12N2. The level of theory is ωB97M-V/def2-TZVPD.

Cartesian coordinates (Å):
N (0.47109, 0.49599, 0.12680)
N (2.37236, 0.93899, -1.44166)
C (-1.98705, -0.05806, -0.12413)
C (-0.54841, -0.50216, 0.45152)
C (1.05615, 0.51500, -1.34194)
C (-0.63418, -0.71221, 1.92441)
H (-1.86847, -0.04316, -1.28645)
H (-2.39611, 0.87389, 0.25208)
H (-0.56818, 0.28296, 2.52278)
H (3.04949, 0.25770, -1.30028)
H (0.29281, -1.22049, 2.15200)
H (-1.46328, -1.33873, 2.12343)
H (-0.20304, -1.54467, 0.08683)
H (2.44528, 1.96914, -1.35584)
H (0.24218, 1.17461, -1.98806)
H (0.96303, -0.56156, -1.70385)
H (-2.60887, -0.90266, 0.12732)
H (1.38522, 0.37542, 0.77506)

## Properties
molar mass: 88.2 g mol⁻¹
HOMO-LUMO gap: 9.58 eV


<x>
This record from OMol25 describes a 2-piece molecular cluster, C4H12N2 overall. The level of theory is ωB97M-V/def2-TZVPD.

Cartesian coordinates (Å):
N (2.52081, 1.62121, -0.44914)
N (-1.12199, -1.11990, 1.30720)
C (2.40923, 1.52406, -1.88300)
C (-2.19196, -2.10352, 1.50194)
C (1.55350, 1.95689, 0.27427)
C (-1.17150, -0.50359, -0.05406)
H (-0.16120, -0.35661, -0.42093)
H (-2.41709, -2.14472, 2.57201)
H (-1.83938, 0.35048, 0.00568)
H (1.85006, 2.33468, -2.35715)
H (1.67780, 1.89451, 1.35451)
H (-1.96955, -3.12475, 1.16403)
H (-0.25573, -1.64085, 1.30592)
H (1.90607, 0.58736, -2.14853)
H (-1.67174, -1.15022, -0.79271)
H (0.58258, 2.34619, -0.06338)
H (3.41178, 1.39573, -2.28609)
H (-3.11171, -1.86694, 0.96942)

## Properties
molar mass: 88.2 g mol⁻¹
HOMO-LUMO gap: 10.08 eV


Decreasing stability: <w>, <x>


<w>
This record from OMol25 describes a 2-piece molecular cluster, C4H12N2 overall. The level of theory is ωB97M-V/def2-TZVPD.

Cartesian coordinates (Å):
N (1.20791, -1.43044, -0.30737)
N (0.16220, 1.93291, 2.09961)
C (-0.91901, 2.12861, 1.21166)
C (0.96647, -0.30603, 0.62370)
C (-0.42059, -1.15312, -2.13420)
C (-0.10486, -2.14852, -1.16349)
H (1.39262, -0.94797, -1.20486)
H (-1.10287, 1.23306, 0.56038)
H (-0.76667, 2.90859, 0.44693)
H (-2.00069, 2.11418, 1.68532)
H (-0.04678, 0.14152, 0.36056)
H (0.77239, -0.68246, 1.66328)
H (0.28500, -3.18075, -1.27342)
H (-0.83915, -2.30898, -0.14533)
H (1.76677, 0.42361, 0.56378)
H (-1.40310, -0.76190, -2.27214)
H (0.33118, -0.79783, -2.88406)
H (0.71919, 2.83553, 2.16963)

## Properties
molar mass: 88.2 g mol⁻¹
HOMO-LUMO gap: 3.51 eV


<x>
This record from OMol25 describes C4H12N2 as an isolated structure. The level of theory is ωB97M-V/def2-TZVPD.

Cartesian coordinates (Å):
N (0.86809, 0.48266, 1.45820)
N (-1.99001, 0.55880, 0.97423)
C (2.12086, -0.22768, -0.45431)
C (0.73859, 0.31285, 0.02477)
C (-1.65341, -0.59936, 0.36781)
C (-0.36729, -0.64612, -0.32170)
H (-0.02551, 0.74258, 1.88040)
H (-0.56110, -0.99422, 0.89839)
H (2.40861, 0.14894, -1.44564)
H (0.63679, 1.32507, -0.42007)
H (2.95556, 0.11786, 0.15188)
H (-1.74913, 0.72983, -2.12529)
H (2.02847, -1.30008, -0.57041)
H (1.41743, 1.29969, 1.71672)
H (-2.50991, 0.28153, 1.81091)
H (-0.17305, -1.40418, -1.08250)
H (-2.40274, -1.22303, -0.08045)
H (-1.74226, 0.39488, -2.78292)

## Properties
molar mass: 88.2 g mol⁻¹
HOMO-LUMO gap: 9.29 eV


<y>
This record from OMol25 describes one molecule with the formula C4H12N2. The level of theory is ωB97M-V/def2-TZVPD.

Cartesian coordinates (Å):
N (0.27379, -1.05221, -1.11304)
N (-2.32096, 0.56905, -0.92634)
C (-0.00968, -0.03150, -0.08730)
C (0.95596, -0.05823, 1.10346)
C (2.40890, 0.34748, 0.72123)
C (-1.49096, 0.05396, 0.27402)
H (1.24743, -1.01080, -1.37383)
H (0.31272, -1.91297, -0.56653)
H (-1.59727, 0.92156, -1.53837)
H (2.68258, 0.00301, -0.26442)
H (3.05443, -0.06944, 1.50774)
H (0.15588, 0.93601, -0.57778)
H (2.58285, 1.40965, 0.86721)
H (0.93155, -0.98161, 1.67874)
H (0.58631, 0.67198, 1.83178)
H (-2.80019, 1.36824, -0.52690)
H (-1.65715, 0.83545, 1.00560)
H (-1.85628, -0.93460, 0.57350)

## Properties
molar mass: 88.2 g mol⁻¹
HOMO-LUMO gap: 10.28 eV


Decreasing stability: <y>, <x>, <w>


<w>
This record from OMol25 describes a 2-piece molecular cluster, C4H12N2 overall. The level of theory is ωB97M-V/def2-TZVPD.

Cartesian coordinates (Å):
N (-0.07460, -0.83788, 0.23665)
N (-0.05171, 2.05036, -0.70828)
C (1.18141, 1.85381, -0.35803)
C (-0.61380, -3.27205, -0.12378)
C (0.52892, -2.35276, 0.52140)
C (-0.81603, 2.95357, 0.21203)
H (1.98013, 1.50323, -1.09864)
H (0.34863, -0.30792, -0.49718)
H (-1.12568, -1.02460, 0.15957)
H (1.57048, 2.19290, 0.65311)
H (-0.29530, 3.76612, 0.63819)
H (-1.74921, 3.51932, -0.09809)
H (-1.74878, -3.00730, -0.28252)
H (0.39640, -2.44606, 1.74460)
H (-0.14593, -3.46607, -1.11429)
H (1.58558, -2.26982, 0.20348)
H (-0.51353, -4.23653, 0.46368)
H (-1.10163, 2.19395, 1.01981)

## Properties
molar mass: 88.2 g mol⁻¹
HOMO-LUMO gap: 9.61 eV


<x>
This record from OMol25 describes one molecule with the formula C4H12N2. The level of theory is ωB97M-V/def2-TZVPD.

Cartesian coordinates (Å):
N (0.61068, -0.55984, -0.66021)
N (1.36826, 2.13823, 1.81326)
C (-0.58690, -1.00169, -1.37499)
C (1.41080, 1.32461, 0.51583)
C (-1.75122, -1.64756, -0.57905)
C (0.23383, 0.35392, 0.43048)
H (2.43861, 0.84577, 0.44099)
H (-1.03781, -0.08520, -1.87269)
H (-0.25459, -1.69682, -2.23704)
H (1.39727, 1.90419, -0.42494)
H (-2.06283, -2.44232, -1.26332)
H (-0.73331, 0.87176, 0.25507)
H (-1.50605, -2.16071, 0.23035)
H (1.07486, -1.34711, -0.23560)
H (0.85017, 1.54953, 2.42400)
H (-2.62407, -0.97961, -0.39010)
H (0.14524, -0.20229, 1.26628)
H (1.02708, 3.13515, 1.66169)

## Properties
molar mass: 88.2 g mol⁻¹
HOMO-LUMO gap: 9.91 eV


Decreasing stability: <x>, <w>


<w>
This record from OMol25 describes one molecule with the formula C4H12N2. The level of theory is ωB97M-V/def2-TZVPD.

Cartesian coordinates (Å):
N (0.37702, 1.39036, 0.22046)
N (1.19345, -1.04124, -1.28164)
C (-0.77139, -2.21336, -0.42828)
C (-0.04572, 2.42933, 1.12356)
C (0.23934, -1.10420, -0.15031)
C (-0.47457, 0.24998, 0.06331)
H (0.51914, 2.46991, 2.06576)
H (-1.11428, 2.31889, 1.28093)
H (2.14606, -1.27447, -1.06709)
H (-1.23331, 0.38627, -0.72335)
H (1.24846, 1.47075, -0.22574)
H (-0.24124, -3.04479, -0.87246)
H (1.15802, -0.15010, -1.76947)
H (-1.38715, -2.41394, 0.45302)
H (-1.47782, -1.80433, -1.15773)
H (0.06641, 3.43777, 0.70651)
H (-1.02850, 0.06797, 0.99072)
H (0.82609, -1.17479, 0.77179)

## Properties
molar mass: 88.2 g mol⁻¹
HOMO-LUMO gap: 9.35 eV


<x>
This record from OMol25 describes a 2-piece molecular cluster, C4H12N2 overall. The level of theory is ωB97M-V/def2-TZVPD.

Cartesian coordinates (Å):
N (-0.52065, 3.54463, 0.36826)
N (-0.29784, -4.23986, 0.48344)
C (0.29663, 4.09419, -0.65582)
C (0.45278, -4.57802, -0.75948)
C (-0.69463, 2.10589, 0.59230)
C (0.08493, -3.19470, 1.05789)
H (0.74214, -2.49166, 0.45509)
H (0.76140, -5.70057, -0.66683)
H (-1.40631, 3.91904, 0.42944)
H (0.47351, 3.39359, -1.58928)
H (0.10728, -4.41865, -1.88876)
H (-0.37295, 4.74990, -1.07221)
H (-0.96864, 2.01427, 1.73241)
H (1.23724, 4.36988, -0.33811)
H (0.38887, 1.81912, 0.50083)
H (1.53692, -4.08957, -0.79366)
H (-0.36640, -2.88625, 1.99145)
H (-1.45427, 1.58877, 0.15302)

## Properties
molar mass: 88.2 g mol⁻¹
HOMO-LUMO gap: 9.42 eV


<y>
This record from OMol25 describes a 2-piece molecular cluster, C4H12N2 overall. The level of theory is ωB97M-V/def2-TZVPD.

Cartesian coordinates (Å):
N (-0.47853, -4.82090, 2.31505)
N (-0.28245, -2.31933, 2.24442)
C (0.45309, 3.36040, -1.90205)
C (-0.71072, 2.71387, -1.85183)
C (0.35771, -3.62187, 2.14797)
C (0.79106, 4.38319, -2.94001)
H (-0.03400, 4.53561, -3.64487)
H (1.24716, 3.06633, -1.22848)
H (-0.64856, -5.04166, 3.28646)
H (0.93217, 5.35942, -2.46534)
H (0.88568, -3.74769, 1.20125)
H (-0.35670, -2.06233, 3.22178)
H (1.11853, -3.72829, 2.92262)
H (-1.39085, -4.75680, 1.88085)
H (-0.77733, 1.87629, -1.16577)
H (-1.56888, 3.02515, -2.41558)
H (-1.23478, -2.39571, 1.90366)
H (1.69738, 4.17432, -3.51013)

## Properties
molar mass: 88.2 g mol⁻¹
HOMO-LUMO gap: 10.23 eV


Decreasing stability: <w>, <y>, <x>


<w>
This record from OMol25 describes one molecule with the formula C4H12N2. The level of theory is ωB97M-V/def2-TZVPD.

Cartesian coordinates (Å):
N (-0.01911, 0.21055, -0.61603)
N (-2.48265, 1.03727, 0.43489)
C (1.16869, -0.17772, -1.32942)
C (2.41665, -0.29199, -0.43164)
C (-1.86975, -0.18813, 0.99574)
C (-0.33741, -0.29773, 0.77860)
H (-2.30604, -1.07120, 0.51161)
H (0.26011, 0.26110, 1.49401)
H (-1.76187, 1.46881, -0.13493)
H (1.07416, -1.18403, -1.74586)
H (-2.01943, -0.32507, 2.06375)
H (1.33319, 0.40641, -2.23713)
H (-0.84313, 0.37710, -1.15417)
H (-0.00533, -1.33375, 0.58659)
H (2.45236, 0.75209, -0.03560)
H (3.33623, -0.65317, -0.87686)
H (-2.55529, 1.75359, 1.15439)
H (2.15863, -0.74413, 0.54208)

## Properties
molar mass: 88.2 g mol⁻¹
HOMO-LUMO gap: 9.32 eV


<x>
This record from OMol25 describes a 2-piece molecular cluster, C4H12N2 overall. The level of theory is ωB97M-V/def2-TZVPD.

Cartesian coordinates (Å):
N (0.00197, 1.67618, 0.50071)
N (-1.40339, -1.28006, 0.12649)
C (-0.36291, -2.32891, 0.01554)
C (0.33980, 2.44796, 1.43317)
C (0.59438, -2.05629, -1.10700)
C (0.68788, 1.86153, -0.77602)
H (0.18153, -2.29845, 0.96022)
H (0.94514, -1.02157, -1.15329)
H (-0.13550, 1.72824, -1.53556)
H (-2.23428, -1.58403, 0.61340)
H (-1.00828, -0.45427, 0.51612)
H (-0.80829, -3.30342, -0.07516)
H (1.59416, -2.66943, -0.90081)
H (-0.34817, 2.62436, 2.31028)
H (1.32240, 3.01336, 1.42965)
H (1.12355, 2.90198, -0.85694)
H (0.23490, -2.36861, -2.07680)
H (1.43411, 1.10202, -1.00945)

## Properties
molar mass: 88.2 g mol⁻¹
HOMO-LUMO gap: 9.65 eV


Decreasing stability: <w>, <x>